Molecular formula: C6H36N2O11
Method: DFT, ωB97M-V/def2-TZVPD

Properties
frontier orbital gap: 8.070 eV
highest occupied orbital energy: -8.09 eV
ΔE to the lowest compared entry with this formula, charge and spin: 299.48 kJ/mol
spin multiplicity: 1
E_tot: -32307.5435 eV
charge: 0
structure (SMILES): C/C(=C/N)CCCN.O.O.O.O.O.O.O.O.O.O.O

```
55
C6H36N2O11, DFT ωB97M-V/def2-TZVPD
C 2.598 -0.602 0.217
C 1.730 0.445 0.950
C 1.195 0.070 2.322
N -1.469 -0.291 1.312
C -0.716 -1.369 1.776
C 0.554 -1.314 2.218
C 1.227 -2.601 2.534
N 1.915 -1.459 -0.683
H 3.497 -0.279 -0.297
H 2.973 -1.213 1.078
H 0.925 0.477 0.200
H 2.176 1.445 0.896
H 0.463 0.820 2.740
H 1.958 -0.047 3.122
H -1.223 0.675 1.380
H -2.473 -0.367 1.405
H -1.275 -2.297 1.737
H 0.585 -3.075 3.305
H 2.073 -2.498 3.275
H 1.536 -3.312 1.750
H 1.538 -0.916 -1.456
H 1.223 -2.070 -0.279
H 3.353 3.684 2.451
H 2.681 2.264 2.834
O 2.664 3.035 2.277
H -3.084 2.275 2.197
H -1.615 2.553 1.725
O -2.374 2.947 2.194
H -0.773 0.499 -3.547
H -0.138 -0.888 -3.672
O -0.169 -0.021 -4.087
H -2.639 1.856 -2.145
H -1.422 2.052 -0.937
O -1.820 1.636 -1.736
H 0.534 1.661 -2.153
H 1.277 0.889 -3.274
O 1.404 1.366 -2.434
H -4.614 1.293 -0.180
H -3.056 1.199 -0.154
O -3.861 0.910 0.302
H 2.249 3.868 0.469
H 1.931 3.042 -0.639
O 1.811 3.979 -0.394
H -1.778 -3.527 -3.123
H -1.777 -2.829 -4.647
O -1.708 -3.604 -4.073
H -0.065 -4.323 -2.649
H 0.578 -4.438 -1.317
O -0.021 -4.927 -1.889
H 0.098 3.236 0.183
H -1.095 4.153 0.575
O -0.883 3.309 0.154
H -1.929 -1.965 -0.080
H -2.853 -2.831 -0.902
O -1.915 -2.572 -0.831
```

=====

Molecular formula: C6H36O21
Method: DFT, ωB97M-V/def2-TZVPD

Properties
frontier orbital gap: 5.188 eV
highest occupied orbital energy: -1.48 eV
ΔE to the lowest compared entry with this formula, charge and spin: 422.58 kJ/mol
spin multiplicity: 1
E_tot: -49804.3351 eV
charge: -2

```
63
C6H36O21, DFT ωB97M-V/def2-TZVPD
C 0.023 -0.087 1.067
C 0.451 1.172 0.692
C 0.067 1.759 -0.712
O 0.384 2.943 -1.133
C -0.543 0.987 -1.707
C -0.946 -0.409 -1.364
C -0.725 -0.892 0.140
O -1.065 -2.098 0.336
O -1.232 -1.174 -2.286
O 1.102 1.829 1.542
H 0.282 -0.359 2.079
H -0.709 1.212 -2.750
O -1.948 1.254 4.633
H -1.819 1.121 3.694
H -1.354 1.970 4.857
O 2.659 7.210 -1.917
H 2.320 6.363 -1.625
H 3.154 7.009 -2.711
O -0.410 -1.830 7.003
H -0.765 -2.529 6.454
H -0.262 -1.102 6.400
O -4.629 -3.996 0.379
H -3.682 -3.868 0.419
H -4.849 -3.876 -0.545
O -5.659 -2.743 -2.965
H -4.769 -2.403 -3.059
H -5.985 -2.815 -3.862
O -0.715 -4.239 4.325
H -0.933 -3.857 3.475
H 0.071 -4.760 4.159
O 1.733 1.233 -5.415
H 2.643 0.945 -5.345
H 1.339 0.992 -4.577
O -2.140 5.249 1.827
H -2.722 4.505 1.676
H -1.397 5.095 1.244
O 3.895 -2.739 1.777
H 4.311 -3.167 1.028
H 3.309 -2.090 1.387
O -0.754 -6.021 -3.960
H -1.445 -6.389 -4.511
H -0.635 -5.130 -4.288
O 2.803 -1.342 -2.064
H 3.180 -1.808 -2.811
H 1.861 -1.340 -2.234
O -0.262 -6.253 -0.277
H -0.655 -5.432 0.020
H -0.520 -6.324 -1.196
O 1.755 5.800 3.800
H 2.712 5.783 3.842
H 1.527 5.067 3.230
O -0.652 -2.704 -5.960
H -0.526 -1.901 -6.465
H -1.077 -2.415 -5.152
O 5.309 2.687 1.336
H 5.398 2.170 0.535
H 4.372 2.666 1.532
O -2.382 4.562 -4.592
H -3.094 3.936 -4.458
H -1.882 4.534 -3.777
O 2.071 2.992 6.491
H 2.492 2.184 6.785
H 1.917 2.856 5.556
```

=====

Molecular formula: C6H38NO13
Method: DFT, ωB97M-V/def2-TZVPD

Properties
frontier orbital gap: 7.617 eV
highest occupied orbital energy: -5.29 eV
ΔE to the lowest compared entry with this formula, charge and spin: 648.41 kJ/mol
spin multiplicity: 1
E_tot: -34944.6144 eV
charge: -1

```
58
C6H38NO13, DFT ωB97M-V/def2-TZVPD
C -0.220 0.038 -0.403
N 1.070 0.601 -0.237
C 2.178 -0.297 -0.650
C 1.959 -1.104 -1.982
C 1.103 -2.360 -1.757
O 1.736 -3.586 -1.838
C 3.428 0.697 -0.802
C -1.188 0.597 0.635
H -0.168 -1.074 -0.253
H -0.547 -0.018 -1.474
H 1.218 0.803 0.896
H 2.436 -1.031 0.172
H 3.108 -1.344 -2.292
H 1.746 -0.398 -2.791
H 0.371 -2.451 -2.607
H 0.409 -2.279 -0.814
H 3.642 1.173 0.132
H 4.236 0.045 -1.068
H 3.192 1.339 -1.586
H -1.274 0.027 1.584
H -2.205 0.706 0.205
H -0.855 1.623 0.990
H -1.632 -2.727 3.131
H -1.728 -1.550 3.892
O -2.291 -2.312 3.678
H 0.031 -0.073 3.419
H -1.199 0.452 3.997
O -0.854 -0.393 3.931
H -0.300 -1.639 2.038
H 2.518 -3.743 -1.437
O -0.632 -2.370 1.477
H -1.517 2.284 -3.154
H -1.174 3.322 -2.098
O -1.822 3.140 -2.773
H -2.541 -1.820 0.490
H -2.916 -1.920 2.054
O -3.105 -1.566 1.242
H 1.768 -1.556 3.646
H 0.125 -2.969 1.345
O 1.422 -1.791 2.818
H -0.325 1.808 2.711
H -1.510 2.612 2.340
O -0.976 2.257 3.056
H -2.015 -0.586 -4.452
H -0.570 -1.152 -4.732
O -1.116 -0.519 -4.134
H 1.593 1.127 2.817
H 1.160 -0.830 2.437
O 0.982 0.703 2.240
H -2.874 2.169 -1.480
H -3.924 1.565 -0.538
O -3.877 2.185 -1.267
H 0.313 2.287 -0.740
H 0.433 3.719 -0.229
O 0.154 3.214 -1.013
H 1.411 2.259 -2.452
H 0.718 0.863 -3.159
O 0.896 1.844 -3.158
```

=====

Molecular formula: C6H38NO14
Method: DFT, ωB97M-V/def2-TZVPD

Properties
frontier orbital gap: 8.743 eV
highest occupied orbital energy: -6.27 eV
ΔE to the lowest compared entry with this formula, charge and spin: 552.71 kJ/mol
spin multiplicity: 1
E_tot: -36992.8649 eV
charge: -1

```
59
C6H38NO14, DFT ωB97M-V/def2-TZVPD
C -0.566 2.949 1.074
O -1.746 2.617 1.827
C -0.567 2.512 -0.380
C 0.100 1.124 -0.532
C 1.568 1.280 -0.356
C 2.272 2.321 0.136
C 1.856 -1.126 -0.751
N 2.295 0.262 -1.029
H 0.301 2.584 1.672
H -0.509 4.011 1.141
H -0.258 3.246 -1.116
H -1.609 2.747 -0.801
H -0.311 0.440 0.217
H -0.267 0.684 -1.455
H 3.392 2.361 0.123
H 1.836 3.272 0.452
H 2.563 -1.479 0.047
H 0.793 -1.315 -0.513
H 2.059 -1.759 -1.655
H 3.305 0.341 -0.956
H -0.238 -2.291 4.094
H -0.470 -2.198 2.357
O 0.179 -2.140 3.252
H -1.905 -1.822 4.270
H -2.943 -2.331 3.476
O -2.665 -2.351 4.428
H 1.322 2.100 -4.487
H -0.310 1.969 -4.679
O 0.439 2.353 -4.246
H -0.706 -0.198 3.034
H -1.530 -0.535 1.833
O -1.499 0.095 2.591
H 0.566 -5.513 3.290
H 1.073 -4.056 2.893
O 1.139 -5.012 2.707
H -2.346 2.852 -3.845
H -2.681 1.735 -2.794
O -2.542 1.910 -3.708
H 3.614 2.522 3.398
H 3.486 2.740 1.924
O 4.048 3.056 2.671
H -1.732 1.662 2.136
H -1.646 -3.186 1.194
O -1.554 -2.266 1.374
H -1.853 -1.280 -4.816
H -0.471 -1.781 -4.994
O -1.160 -1.356 -5.523
H 3.333 -2.697 3.510
H 1.954 -2.001 3.192
O 2.925 -1.911 3.137
H 0.585 1.084 -3.864
H 1.707 0.326 -3.227
O 1.374 0.584 -4.074
H -2.683 -1.543 -2.121
H -1.277 -0.951 -2.535
O -2.072 -1.356 -2.846
H -3.562 -0.371 -0.179
H -2.872 -1.581 0.345
O -3.532 -1.334 -0.315
```

=====

Molecular formula: C6H39NO14
Method: DFT, ωB97M-V/def2-TZVPD

Properties
frontier orbital gap: 8.445 eV
highest occupied orbital energy: -8.43 eV
ΔE to the lowest compared entry with this formula, charge and spin: 491.75 kJ/mol
spin multiplicity: 1
E_tot: -37008.4991 eV
charge: 0

```
60
C6H39NO14, DFT ωB97M-V/def2-TZVPD
C 3.963 1.959 -0.224
N 2.757 2.324 0.510
C 1.648 1.463 0.609
C 0.853 1.609 1.687
C 1.604 -1.416 -1.927
C 1.834 -0.515 -0.731
C 1.253 0.675 -0.575
H 4.817 1.901 0.458
H 4.328 2.696 -0.943
H 3.780 1.019 -0.709
H 2.943 2.754 1.375
H -0.083 1.089 1.685
H 1.103 2.047 2.644
H 1.689 -0.788 -2.820
H 2.404 -2.147 -1.999
H 0.570 -1.748 -1.890
H 2.331 -0.936 0.135
H 0.872 1.205 -1.443
H -2.118 -0.342 -0.985
H -2.092 0.803 0.193
O -1.745 -0.043 -0.149
H -3.201 -0.085 -3.058
H -4.465 -0.216 -2.078
O -3.694 0.297 -2.335
H 2.054 -0.785 3.110
H 3.233 0.014 2.591
O 2.976 -0.873 2.857
H -3.020 2.973 -1.993
H -2.619 3.018 -3.491
O -2.738 3.554 -2.705
H 0.363 5.257 1.063
H 0.671 4.184 0.030
O 0.137 4.975 0.173
H -1.609 -2.741 -2.345
H -1.692 -3.295 -3.742
O -2.235 -3.129 -2.964
H 1.665 -3.363 0.668
H 2.273 -4.749 0.859
O 2.501 -3.838 0.658
H -1.935 1.561 2.212
H -1.718 2.848 1.509
O -2.264 2.054 1.447
H 0.456 0.608 4.472
H -0.950 0.265 4.097
O -0.416 1.012 4.415
H -0.828 -3.303 2.573
H -0.851 -4.617 1.643
O -0.322 -3.993 2.141
H -1.999 -0.926 1.806
H -0.542 -0.853 1.995
O -1.329 -1.131 2.476
H 2.278 2.691 -3.983
H 3.278 1.614 -3.772
O 2.339 1.789 -3.652
H -2.454 -2.896 -0.678
H -1.127 -3.031 0.126
O -2.056 -3.284 0.106
H -4.665 -2.362 -0.054
H -3.825 -1.091 -0.331
O -4.379 -1.762 -0.750
```

=====

Molecular formula: C6H39NO14
Method: DFT, ωB97M-V/def2-TZVPD

Properties
frontier orbital gap: 9.491 eV
highest occupied orbital energy: -9.51 eV
ΔE to the lowest compared entry with this formula, charge and spin: 373.18 kJ/mol
spin multiplicity: 1
E_tot: -37009.7281 eV
charge: 0

```
60
C6H39NO14, DFT ωB97M-V/def2-TZVPD
O -1.559 0.205 2.999
C -2.418 -0.293 2.313
C -2.612 0.206 0.905
C -1.358 0.771 0.253
C -0.387 -0.388 -0.042
C 0.835 -0.177 -0.897
N 0.623 -0.556 -2.296
C 1.878 -0.620 -3.090
H -3.206 -0.930 2.739
H -3.297 1.044 1.111
H -3.218 -0.378 0.219
H -1.694 1.173 -0.710
H -0.886 1.530 0.867
H -0.939 -1.271 -0.343
H -0.063 -0.595 0.987
H 1.248 0.816 -0.679
H 1.557 -0.892 -0.509
H 0.041 0.134 -2.767
H 1.816 -1.514 -3.699
H 2.162 0.258 -3.678
H 2.722 -0.642 -2.395
H 1.527 2.853 1.652
H 2.061 4.241 1.273
O 1.906 3.357 0.923
H 0.905 -4.112 -0.515
H 0.404 -2.753 -1.097
O 0.123 -3.636 -0.809
H 3.314 0.376 1.002
H 4.020 1.162 -0.101
O 3.651 0.293 0.084
H -1.719 -0.188 -3.957
H -1.895 0.989 -4.794
O -2.008 0.729 -3.878
H 3.815 0.557 3.379
H 2.406 -0.041 3.113
O 3.117 0.493 2.731
H -0.841 2.355 3.044
H -1.455 3.629 3.771
O -1.241 3.221 2.928
H -4.310 -1.091 -2.297
H -4.740 -0.856 -0.944
O -5.141 -1.055 -1.796
H -2.090 -2.456 -1.209
H -1.994 -1.718 -2.474
O -2.619 -2.272 -1.994
H -0.480 3.705 -0.523
H -0.845 4.615 0.684
O -0.867 4.549 -0.273
H 0.432 -2.011 2.654
H 1.578 -2.670 3.428
O 1.241 -1.814 3.146
H 2.246 3.018 -2.896
H 2.671 2.408 -1.555
O 3.005 2.887 -2.325
H 2.902 -3.213 0.305
H 3.383 -1.880 -0.360
O 3.128 -2.798 -0.532
H -0.550 -3.295 0.717
H -1.384 -3.988 1.787
O -0.913 -3.162 1.637
```

=====

Molecular formula: C6H3F4N2O2
Method: DFT, ωB97M-V/def2-TZVPD

Properties
frontier orbital gap (alpha / beta): 7.214 / 8.921 eV
highest occupied orbital energy (alpha / beta): -4.29 / -5.31 eV
ΔE to the lowest compared entry with this formula, charge and spin: 284.36 kJ/mol
spin multiplicity: 1
E_tot: -24213.9363 eV
charge: -1

```
17
C6H3F4N2O2, DFT ωB97M-V/def2-TZVPD
C -2.517 0.966 -0.397
C -1.181 0.693 -0.251
C -2.397 -1.120 0.123
C 2.732 1.551 0.626
C 2.333 0.133 -0.281
C 0.054 -1.380 0.115
N -3.285 -0.228 -0.180
N -1.089 -0.641 0.013
O 3.846 1.416 1.002
O 1.805 2.305 0.743
F 3.098 -0.923 -0.087
F 2.203 0.333 -1.623
F 0.194 -2.187 1.271
F 0.139 -2.353 -0.887
H -2.905 1.970 -0.428
H -0.447 1.522 -0.157
H -2.584 -2.057 0.397
```